{
  "formula": "C56H51AsF3O3PSiY",
  "method": "the ωB97M-V functional and the def2-TZVPD basis",
  "homo_lumo_gap_ha": 0.241,
  "total_energy_ha": -5594.880527,
  "relative_energy_kj_mol": 334.2,
  "charge": -1,
  "fmax_ev_per_a": 1.8,
  "elements": ["Y", "C", "C", "C", "C", "C", "H", "H", "H", "H", "H", "C", "C", "C", "O", "C", "O", "O", "H", "H", "H", "H", "H", "H", "H", "C", "C", "As", "C", "C", "C", "C", "C", "C", "C", "C", "C", "C", "C", "C", "P", "C", "C", "C", "C", "C", "C", "C", "C", "C", "C", "C", "C", "H", "H", "H", "H", "H", "H", "H", "H", "H", "H", "H", "H", "H", "H", "H", "H", "H", "H", "H", "H", "H", "H", "H", "H", "C", "C", "C", "C", "C", "C", "Si", "C", "C", "C", "C", "C", "C", "H", "H", "H", "H", "H", "H", "H", "H", "H", "H", "H", "F", "C", "F", "F", "C", "C", "C", "C", "C", "C", "C", "C", "H", "H", "H", "H"],
  "xyz": [[-0.243169, 1.303509, -0.152670], [-3.807690, 1.228890, -1.962743], [-3.282471, 2.324187, -2.706240], [-2.531573, 3.120720, -1.848561], [-2.553738, 2.522902, -0.552075], [-3.374420, 1.346651, -0.644992], [-4.422655, 0.426956, -2.354740], [-3.424894, 2.500308, -3.766116], [-2.024467, 4.041771, -2.110369], [-2.390038, 3.083878, 0.368546], [-3.661638, 0.714289, 0.185905], [3.213804, 0.574689, 2.525318], [3.063048, 1.204029, 1.148130], [4.411381, 1.374056, 0.466659], [2.203753, 0.368036, 0.334120], [2.405564, 2.588260, 1.268149], [2.975134, 3.412833, 1.959829], [1.298417, 2.745202, 0.615891], [3.972572, -0.214950, 2.510775], [2.266598, 0.137093, 2.841898], [3.519075, 1.337086, 3.242432], [4.884995, 0.399187, 0.312476], [5.052601, 1.982517, 1.101804], [4.301930, 1.876260, -0.495407], [2.644342, -0.471135, 0.184980], [1.341635, -3.682807, -1.962504], [0.682888, -4.452981, -3.119524], [1.826782, -4.661109, -4.707310], [0.344505, -4.892576, -5.973761], [-0.321834, -3.723977, -6.352025], [-1.414587, -3.777070, -7.207296], [-1.848366, -5.000345, -7.706200], [-1.189822, -6.165532, -7.337230], [-0.101199, -6.114423, -6.470932], [2.384364, -6.526168, -4.532304], [2.155112, -7.318156, -3.412187], [2.604586, -8.635332, -3.370872], [3.286951, -9.174982, -4.451956], [3.534782, -8.387301, -5.571961], [3.095312, -7.071104, -5.604226], [0.458847, -2.139972, -1.434746], [-1.164431, -2.843421, -0.943934], [-2.237641, -3.014001, -1.819602], [-3.441228, -3.542141, -1.367954], [-3.581095, -3.922759, -0.038134], [-2.518490, -3.763577, 0.842833], [-1.324314, -3.210151, 0.396022], [0.127979, -1.263936, -2.966405], [-0.899929, -0.122552, -2.876989], [-1.488590, 0.074183, -4.258354], [-0.583450, 0.288283, -5.200674], [0.835115, 0.271530, -4.654540], [1.027494, -1.059359, -3.923689], [2.367625, -3.385918, -2.192085], [1.395637, -4.304226, -1.067815], [-0.189844, -3.928311, -3.501346], [0.330011, -5.430697, -2.793085], [0.002313, -2.762993, -5.962211], [-1.925793, -2.860743, -7.479127], [-2.698254, -5.044392, -8.377700], [-1.528804, -7.122605, -7.715965], [0.391542, -7.033873, -6.182462], [1.626254, -6.916829, -2.556263], [2.416922, -9.240209, -2.491647], [3.630385, -10.202139, -4.421754], [4.074928, -8.797592, -6.416986], [3.299559, -6.459153, -6.475589], [-2.139714, -2.730922, -2.864668], [-4.275043, -3.647315, -2.055706], [-4.525671, -4.319467, 0.316952], [-2.621011, -4.051420, 1.884092], [-0.515780, -3.037233, 1.100946], [-1.688466, -0.297333, -2.146526], [-2.561920, 0.060282, -4.399269], [-0.787189, 0.480560, -6.248733], [1.596891, 0.461142, -5.406083], [1.903566, -1.671588, -4.098079], [-0.189263, -2.619531, 5.750333], [0.551274, -1.452299, 5.604217], [0.229469, -0.538920, 4.605332], [-0.838801, -0.750222, 3.724225], [-1.580911, -1.924435, 3.908967], [-1.263546, -2.849851, 4.898518], [-1.325240, 0.460797, 2.313858], [-1.403133, 2.168778, 3.171823], [-2.628957, 2.808697, 3.405188], [-2.690588, 4.059112, 4.013043], [-1.521338, 4.707416, 4.396996], [-0.293052, 4.103059, 4.159126], [-0.240969, 2.855071, 3.548305], [0.061782, -3.335020, 6.523371], [1.380338, -1.247803, 6.274303], [0.812059, 0.374755, 4.538900], [-2.439003, -2.107635, 3.267310], [-1.864738, -3.746416, 5.014204], [-2.786708, 0.114696, 2.276534], [-3.550232, 2.317764, 3.104267], [-3.653360, 4.529963, 4.182043], [-1.567174, 5.684079, 4.865637], [0.628559, 4.611088, 4.420173], [0.737642, 2.429167, 3.341494], [5.785527, 5.423345, -2.812746], [5.056239, 5.287261, -3.937085], [5.924100, 4.917277, -4.910211], [4.601130, 6.510291, -4.274720], [3.947201, 4.295892, -3.773548], [2.741136, 4.484986, -4.431198], [1.738468, 3.531541, -4.320264], [1.924794, 2.382060, -3.552484], [3.145222, 2.210522, -2.896234], [4.152747, 3.158620, -3.003667], [0.869656, 1.336489, -3.476638], [0.005404, 1.129238, -2.491582], [2.582651, 5.383861, -5.015441], [0.786505, 3.676931, -4.820407], [3.283131, 1.321770, -2.289414], [5.096231, 3.024264, -2.487306]],
  "forces_ev_per_angstrom": [[1.0, 1.5, -0.5], [0.2, 0.2, -0.1], [0.0, -0.1, 0.1], [0.0, -0.1, 0.0], [0.1, 0.0, 0.2], [0.1, 0.0, 0.1], [0.0, 0.0, 0.0], [0.0, 0.0, 0.1], [0.0, -0.1, 0.0], [0.0, -0.1, 0.1], [0.0, 0.0, -0.1], [0.1, 0.0, 0.1], [0.0, -0.2, -0.1], [0.0, 0.0, -0.1], [-0.3, 0.5, 0.0], [-0.4, 0.0, -0.2], [-0.1, 0.1, -0.1], [-0.4, -0.4, 0.0], [-0.1, 0.0, 0.0], [0.0, 0.0, 0.0], [0.0, 0.0, 0.0], [0.0, 0.0, 0.0], [0.0, 0.0, 0.0], [0.0, 0.0, 0.1], [-0.1, -0.3, -0.1], [-0.1, 0.1, -0.1], [0.0, 0.0, 0.1], [-0.1, 0.0, 0.0], [-0.1, 0.0, 0.0], [0.0, -0.1, 0.0], [0.0, 0.0, 0.0], [0.0, 0.0, 0.0], [0.0, 0.1, 0.0], [0.0, 0.1, 0.0], [0.1, -0.1, -0.1], [0.1, -0.1, 0.0], [0.0, 0.0, -0.1], [0.0, 0.1, 0.0], [0.0, 0.0, 0.1], [0.0, -0.1, 0.1], [-0.4, -0.3, 0.1], [0.0, 0.0, 0.0], [0.0, -0.1, -0.1], [0.0, 0.0, 0.0], [0.0, 0.1, 0.0], [0.0, 0.0, 0.0], [-0.1, 0.0, -0.1], [-0.2, 0.2, 0.3], [0.4, -0.1, -0.1], [0.0, 0.0, 0.2], [0.3, 0.0, 0.0], [-0.1, 0.1, 0.2], [0.1, 0.2, -0.3], [0.1, 0.0, -0.1], [0.1, 0.0, 0.1], [0.0, 0.1, 0.0], [-0.1, 0.0, 0.0], [0.0, 0.0, 0.0], [0.0, 0.0, 0.0], [0.0, 0.0, 0.0], [0.0, 0.0, 0.0], [0.0, 0.0, 0.0], [0.0, 0.0, 0.0], [0.0, 0.0, 0.0], [0.0, 0.0, 0.0], [0.0, 0.0, 0.0], [0.0, 0.0, 0.0], [0.0, 0.0, 0.1], [0.1, 0.0, 0.1], [0.1, 0.0, 0.0], [0.0, 0.0, -0.1], [0.0, 0.0, 0.0], [0.0, -0.1, 0.1], [0.1, 0.0, 0.0], [0.0, 0.0, 0.1], [0.0, 0.0, -0.1], [0.1, 0.0, 0.0], [0.0, 0.1, -0.1], [0.0, 0.0, -0.1], [-0.1, 0.0, 0.0], [0.1, 0.0, 0.1], [0.1, 0.0, 0.0], [0.0, 0.1, 0.0], [-0.5, -0.6, 1.1], [0.0, 0.1, 0.0], [0.1, 0.1, 0.1], [0.1, -0.1, -0.1], [0.0, -0.1, 0.0], [-0.1, 0.0, 0.0], [-0.1, 0.0, 0.0], [0.0, 0.0, 0.0], [0.0, 0.0, 0.0], [0.0, 0.0, 0.0], [0.1, 0.0, 0.1], [0.0, 0.0, 0.0], [0.0, 0.0, -0.1], [0.1, 0.0, 0.0], [0.0, 0.0, 0.0], [0.0, 0.0, 0.0], [0.0, 0.0, 0.0], [-0.1, 0.0, 0.0], [0.0, 0.1, -0.1], [-0.1, -0.1, 0.1], [0.0, 0.1, 0.0], [0.1, 0.0, 0.0], [0.0, -0.1, 0.0], [-0.1, 0.0, 0.0], [0.0, 0.0, 0.0], [0.0, -0.1, 0.0], [0.0, 0.0, 0.0], [-0.1, -0.1, 0.0], [0.2, -0.2, -0.3], [0.0, -0.4, -0.5], [0.0, -0.1, 0.0], [0.1, 0.0, 0.0], [0.0, 0.1, -0.1], [0.0, 0.0, 0.0]]
}

{
  "formula": "C56H51N13O3PTi",
  "method": "the ωB97M-V functional and the def2-TZVPD basis",
  "homo_lumo_gap_ha": [0.229, 0.212],
  "total_energy_ha": -4292.373346,
  "s2": 2.011,
  "spin_multiplicity": 3,
  "charge": 3,
  "fmax_ev_per_a": 2.2,
  "elements": ["Ti", "C", "N", "C", "N", "C", "C", "C", "C", "C", "C", "C", "C", "C", "C", "C", "C", "C", "C", "P", "C", "N", "C", "C", "N", "C", "C", "C", "C", "C", "C", "C", "C", "C", "C", "C", "C", "C", "C", "N", "C", "C", "N", "C", "C", "C", "C", "C", "C", "C", "C", "C", "C", "C", "C", "C", "H", "H", "H", "H", "H", "H", "H", "H", "H", "H", "H", "H", "H", "H", "H", "H", "H", "H", "H", "H", "H", "H", "H", "H", "H", "H", "H", "H", "H", "H", "H", "H", "H", "H", "H", "H", "H", "H", "H", "N", "C", "N", "C", "N", "N", "C", "N", "C", "C", "C", "C", "C", "N", "H", "H", "H", "H", "H", "H", "H", "H", "O", "H", "H", "O", "H", "H", "O", "N"],
  "xyz": [[-0.584987, -0.029707, -0.397342], [3.754216, -2.472335, 2.155091], [2.355004, -2.317211, 1.777476], [1.821624, -1.281994, 1.104832], [0.503135, -1.460776, 0.908520], [0.210762, -2.713052, 1.462756], [1.369269, -3.222185, 2.022504], [1.600164, -4.511183, 2.692008], [2.079717, -4.562988, 3.999727], [2.259976, -5.787266, 4.623833], [1.977139, -6.963098, 3.943052], [1.514483, -6.916112, 2.634926], [1.319800, -5.695703, 2.010742], [-1.017904, -3.545496, 1.487658], [-1.358191, -4.136864, 2.709711], [-2.334024, -5.113984, 2.779210], [-2.992981, -5.529301, 1.630686], [-2.684602, -4.937806, 0.417736], [-1.705511, -3.957179, 0.345318], [2.869041, 0.129105, 0.640665], [1.721842, 1.394170, 1.236085], [0.414871, 1.487586, 0.987378], [0.002074, 2.658054, 1.608105], [1.080277, 3.246900, 2.233852], [2.152052, 2.430281, 1.985530], [3.514253, 2.628942, 2.467728], [1.152339, 4.507700, 2.982813], [0.315241, 4.740607, 4.072083], [0.388589, 5.942483, 4.756706], [1.286545, 6.922001, 4.356485], [2.117831, 6.698729, 3.268215], [2.054452, 5.496250, 2.584222], [-1.304505, 3.356586, 1.534339], [-2.322684, 3.142811, 2.459944], [-3.424549, 3.991482, 2.491786], [-3.523032, 5.052216, 1.601429], [-2.519260, 5.259016, 0.663343], [-1.415781, 4.421598, 0.637576], [2.400641, 0.250660, -1.111143], [1.161660, 0.347025, -1.609572], [1.310608, 0.346843, -2.990674], [2.654824, 0.286432, -3.294894], [3.314413, 0.219938, -2.100523], [4.758408, 0.095304, -1.950948], [3.291499, 0.206728, -4.616407], [2.860827, -0.774734, -5.511842], [3.434135, -0.869826, -6.767904], [4.434121, 0.015499, -7.147859], [4.862493, 0.994822, -6.263660], [4.299451, 1.089280, -5.001098], [0.274044, 0.443726, -4.045480], [-0.447113, -0.665639, -4.489937], [-1.268741, -0.565994, -5.603161], [-1.369646, 0.629932, -6.298050], [-0.644632, 1.734462, -5.873330], [0.173043, 1.640530, -4.756424], [4.403083, -2.075965, 1.378996], [3.965865, -3.529615, 2.288761], [3.962742, -1.957960, 3.092680], [2.286507, -3.648178, 4.543837], [2.618335, -5.824669, 5.643599], [2.124799, -7.915671, 4.433355], [1.304209, -7.831714, 2.098902], [0.959768, -5.653880, 0.989940], [-0.840627, -3.834389, 3.610463], [-2.563128, -5.573989, 3.731824], [-3.722399, -6.327121, 1.679594], [-3.182061, -5.263090, -0.486914], [-1.455463, -3.561677, -0.622508], [3.503535, 3.365587, 3.265127], [4.159767, 2.993699, 1.669466], [3.914838, 1.694228, 2.852631], [-0.379799, 3.975013, 4.391643], [-0.250838, 6.114168, 5.612015], [1.341687, 7.857534, 4.896027], [2.820027, 7.457380, 2.950135], [2.685086, 5.332180, 1.717978], [-2.246968, 2.332322, 3.174343], [-4.190067, 3.848314, 3.243569], [-4.362235, 5.732247, 1.657594], [-2.577233, 6.092811, -0.023685], [-0.608900, 4.607365, -0.060496], [5.151622, -0.460081, -2.799026], [4.994398, -0.437185, -1.033881], [5.235162, 1.074216, -1.931441], [2.094977, -1.476734, -5.210449], [3.103745, -1.642646, -7.448809], [4.882261, -0.065534, -8.128600], [5.638902, 1.689220, -6.554676], [4.627235, 1.870887, -4.325533], [-0.325608, -1.629350, -4.022898], [-1.806497, -1.440690, -5.946394], [-1.980315, 0.688292, -7.189416], [-0.683533, 2.660755, -6.431061], [0.767525, 2.493574, -4.449497], [-1.184095, -0.025821, 3.036752], [-2.177096, -0.586484, 2.339758], [-3.108760, -1.197914, 3.039939], [-4.119363, -1.735898, 2.360146], [-5.057962, -2.401765, 3.003877], [-4.259702, -1.598719, 1.016364], [-3.299898, -0.988939, 0.396729], [-2.175100, -0.471767, 0.968154], [-3.511888, -0.707896, -1.035231], [-4.723860, -1.011909, -1.632682], [-4.988806, -0.505166, -2.894921], [-4.041083, 0.313504, -3.485456], [-2.839677, 0.535790, -2.831193], [-2.555413, 0.010943, -1.640489], [-1.243199, -0.069393, 4.040577], [-0.482519, 0.529595, 2.581430], [-5.021949, -2.504137, 4.004373], [-5.833196, -2.783721, 2.489521], [-5.442336, -1.602887, -1.085706], [-5.929492, -0.708628, -3.388482], [-4.224503, 0.784318, -4.440340], [-2.101567, 1.182575, -3.282175], [-3.552695, 2.160015, -0.161063], [-3.639667, 2.708821, 0.636022], [-4.387717, 2.250703, -0.637862], [-0.966064, 2.020381, -1.180891], [-1.870416, 2.252805, -0.846180], [-0.795065, 2.567305, -1.953448], [0.432521, -2.311727, -1.728555], [-0.416609, -1.610881, -1.389935]],
  "forces_ev_per_angstrom": [[-0.7, 2.1, 0.5], [0.3, -0.1, 0.2], [0.0, 0.2, -0.1], [0.0, 0.1, 0.1], [0.5, -0.4, 0.2], [0.3, -0.1, 0.1], [-0.4, -0.1, -0.2], [0.1, -0.2, 0.0], [-0.1, 0.0, 0.0], [0.0, 0.0, 0.0], [0.0, 0.0, 0.0], [0.0, 0.0, 0.0], [0.1, 0.1, 0.0], [-0.3, 0.2, 0.0], [-0.1, 0.3, 0.0], [0.0, 0.0, 0.1], [0.0, -0.1, 0.0], [0.0, 0.0, -0.1], [0.1, 0.1, 0.1], [-0.6, 0.0, -0.1], [0.2, 0.2, 0.2], [0.2, -0.1, 0.1], [0.1, 0.3, 0.0], [-0.3, -0.2, -0.1], [-0.1, -0.1, -0.1], [0.3, 0.0, 0.1], [0.1, 0.1, 0.0], [0.1, -0.1, 0.0], [0.0, 0.0, 0.0], [0.0, 0.0, 0.0], [0.1, 0.0, 0.0], [-0.1, 0.0, 0.0], [0.0, 0.0, 0.0], [0.1, 0.0, 0.0], [-0.1, 0.0, 0.1], [0.1, 0.0, 0.0], [0.0, 0.0, 0.0], [0.0, 0.0, 0.1], [0.1, 0.1, 0.1], [0.7, -0.2, -0.3], [0.3, 0.1, -0.1], [-0.5, -0.1, -0.1], [-0.1, 0.0, 0.2], [0.3, 0.0, 0.0], [0.1, -0.1, -0.1], [0.1, 0.0, 0.1], [0.0, 0.0, 0.0], [0.0, 0.0, 0.0], [0.1, 0.0, 0.0], [-0.1, 0.1, 0.1], [-0.1, 0.0, 0.0], [0.1, 0.2, -0.1], [0.0, -0.1, 0.0], [0.0, 0.0, 0.0], [0.0, 0.1, 0.0], [-0.1, 0.0, 0.2], [0.0, 0.0, 0.0], [0.0, 0.0, 0.0], [0.0, 0.0, 0.0], [0.0, 0.0, 0.0], [0.0, 0.0, 0.0], [0.0, 0.0, 0.0], [0.0, 0.0, 0.0], [0.0, 0.0, 0.0], [0.0, 0.0, 0.0], [0.0, 0.0, 0.0], [0.0, 0.0, 0.0], [0.0, 0.0, 0.0], [0.0, 0.0, -0.2], [-0.1, 0.0, 0.0], [0.0, 0.0, 0.0], [0.0, 0.0, 0.0], [0.0, 0.0, 0.0], [0.0, 0.0, 0.0], [0.0, 0.0, 0.0], [0.0, 0.0, 0.0], [0.0, 0.0, 0.0], [0.0, 0.1, 0.0], [0.0, 0.0, 0.0], [0.0, 0.0, 0.0], [0.0, 0.0, 0.0], [0.0, 0.0, 0.0], [-0.1, 0.0, 0.0], [0.0, 0.0, 0.0], [-0.1, 0.0, 0.0], [0.0, 0.0, 0.0], [0.0, 0.0, 0.0], [0.0, 0.0, 0.0], [0.0, 0.0, 0.0], [0.0, 0.0, 0.0], [0.0, -0.1, 0.1], [0.0, 0.0, 0.0], [0.0, 0.0, 0.0], [0.0, 0.0, 0.0], [0.0, 0.0, 0.0], [0.0, -0.1, -0.1], [0.2, 0.2, 0.0], [-0.2, -0.1, 0.2], [0.3, 0.2, -0.1], [-0.1, -0.1, 0.0], [-0.1, -0.2, -0.2], [-0.2, 0.0, 0.4], [0.0, -0.2, 0.0], [-0.2, 0.0, -0.2], [0.1, -0.1, 0.1], [0.1, 0.1, 0.0], [-0.1, -0.1, 0.1], [0.2, 0.1, -0.2], [-0.1, -0.5, 0.6], [0.0, -0.1, 0.0], [0.1, 0.0, 0.1], [0.1, 0.0, 0.0], [0.0, 0.0, 0.0], [0.0, 0.0, 0.0], [0.0, 0.0, 0.0], [0.1, 0.0, 0.0], [0.1, -0.1, 0.0], [-0.1, 0.0, -0.1], [-0.1, 0.0, -0.1], [0.1, 0.1, 0.0], [-0.5, 0.0, 0.4], [0.0, 0.1, -0.2], [0.2, -0.1, -0.1], [-0.4, -0.4, -0.2], [0.6, -1.2, -1.1]]
}

> Which of these has the highest charge?

C56H51N13O3PTi